Version a
Density functional theory data (ωB97M-V/def2-TZVPD) for C24H66F3NaO22 as an isolated structure.

Geometry as ORCA input:
```
! RIJCOSX wB97M-V def2-TZVPD def2/J DEFGRID3
* xyz 0 1
Na 10.535 10.485 -16.128
C 11.723 11.068 -19.100
O 10.601 10.194 -19.089
O 11.503 12.044 -18.207
C 13.044 10.261 -18.871
F 13.709 10.228 -20.049
F 13.889 10.840 -18.005
F 12.868 8.991 -18.483
C 10.303 9.527 -20.319
C 9.335 8.441 -19.876
H 8.304 8.747 -19.712
H 9.297 7.592 -20.567
H 9.699 7.996 -18.945
H 11.241 9.116 -20.704
H 9.753 10.094 -21.072
H 11.769 11.440 -20.134
C 8.454 12.833 -17.489
C 7.652 12.195 -16.368
O 8.259 11.064 -15.747
O 9.609 13.488 -17.061
H 7.787 13.502 -18.038
H 8.653 12.037 -18.219
H 6.635 11.964 -16.709
H 7.447 12.976 -15.619
H 7.571 10.768 -15.143
H 10.373 12.938 -17.328
C 6.078 7.967 -17.788
C 7.134 7.266 -16.981
O 6.723 6.606 -15.808
O 5.870 9.288 -17.259
H 5.115 7.443 -17.728
H 6.268 8.083 -18.858
H 8.056 7.849 -16.896
H 7.514 6.475 -17.654
H 7.412 6.625 -15.144
H 4.947 9.538 -17.327
C 8.791 7.317 -24.579
C 9.512 8.162 -23.536
O 8.477 9.041 -23.037
O 8.577 7.993 -25.789
H 7.877 6.916 -24.141
H 9.429 6.448 -24.796
H 10.346 8.738 -23.939
H 9.882 7.531 -22.727
H 8.582 9.873 -23.515
H 7.667 8.163 -26.027
C 18.522 10.825 -22.337
C 17.256 11.054 -21.503
O 16.140 10.666 -22.291
O 19.564 11.647 -21.842
H 18.322 11.111 -23.372
H 18.751 9.754 -22.304
H 17.195 12.126 -21.283
H 17.277 10.592 -20.512
H 15.396 11.249 -22.046
H 20.122 11.950 -22.557
C 6.654 12.338 -22.070
C 7.094 11.391 -20.960
O 6.488 10.122 -21.053
O 7.183 11.891 -23.312
H 7.132 13.299 -21.840
H 5.566 12.414 -21.969
H 6.857 11.881 -20.016
H 8.182 11.308 -21.043
H 7.056 9.582 -21.615
H 6.981 12.580 -23.954
C 11.689 8.744 -13.735
C 13.025 9.401 -14.012
O 13.000 9.968 -15.321
O 10.693 9.755 -13.858
H 11.713 8.424 -12.693
H 11.628 7.923 -14.455
H 13.863 8.715 -13.872
H 13.173 10.234 -13.316
H 13.717 10.594 -15.474
H 9.895 9.525 -13.374
C 13.685 14.524 -17.045
C 12.573 15.543 -17.014
O 12.393 16.274 -15.815
O 13.294 13.257 -16.489
H 14.491 15.073 -16.541
H 14.009 14.226 -18.044
H 11.615 15.078 -17.275
H 12.655 16.198 -17.887
H 12.233 15.635 -15.113
H 12.820 12.800 -17.219
C 10.216 16.115 -21.042
C 10.051 14.766 -20.364
O 11.272 14.458 -19.712
O 10.018 17.274 -20.210
H 9.534 16.344 -21.864
H 11.245 16.251 -21.396
H 9.932 13.943 -21.072
H 9.190 14.911 -19.702
H 11.297 13.560 -19.342
H 10.822 17.589 -19.795
C 14.369 13.621 -22.079
C 14.915 14.333 -20.820
O 14.491 15.686 -20.883
O 13.949 12.275 -21.824
H 15.192 13.516 -22.784
H 13.575 14.188 -22.564
H 15.998 14.195 -20.897
H 14.559 13.814 -19.928
H 14.808 16.084 -20.062
H 13.099 12.288 -21.375
C 12.036 4.839 -17.672
C 11.688 6.265 -17.373
O 10.537 6.431 -16.539
O 12.307 4.222 -16.381
H 12.891 4.853 -18.347
H 11.172 4.296 -18.056
H 11.576 6.821 -18.307
H 12.501 6.790 -16.858
H 10.829 6.041 -15.705
H 13.060 3.635 -16.497
*
```



Version b
Density functional theory data (ωB97M-V/def2-TZVPD) for C24H66F3NaO22 as an isolated structure.

Geometry as ORCA input:
```
! RIJCOSX wB97M-V def2-TZVPD def2/J DEFGRID3
* xyz 0 1
Na -4.490 -0.523 -1.627
C -1.386 0.776 -0.078
O -0.228 0.815 -0.894
O -2.487 0.805 -0.911
C -1.255 -0.379 0.986
F -1.671 -1.484 0.305
F -0.002 -0.583 1.414
F -2.038 -0.203 2.038
C 0.945 1.380 -0.341
C 2.189 0.876 -1.066
H 2.413 1.316 -2.037
H 3.041 0.919 -0.387
H 2.055 -0.201 -1.221
H 1.134 1.119 0.695
H 1.028 2.414 -0.687
H -1.396 1.721 0.482
C 0.360 5.454 1.101
C 0.937 5.136 -0.293
O 1.103 6.353 -1.023
O -1.011 5.813 0.906
H 0.908 6.153 1.735
H 0.404 4.511 1.657
H 0.246 4.502 -0.843
H 1.922 4.665 -0.223
H 1.472 7.069 -0.502
H -0.934 6.754 1.094
C -6.118 -3.115 -0.805
C -4.817 -3.856 -1.118
O -3.689 -3.061 -0.816
O -6.484 -2.115 -1.777
H -6.144 -2.832 0.248
H -6.940 -3.832 -0.895
H -4.906 -4.100 -2.185
H -4.679 -4.801 -0.584
H -2.908 -3.614 -1.013
H -7.060 -2.613 -2.358
C -1.886 4.745 -4.002
C -2.114 3.954 -2.696
O -1.353 2.743 -2.870
O -2.687 5.948 -3.910
H -2.349 4.148 -4.783
H -0.855 5.079 -4.087
H -3.145 3.633 -2.550
H -1.642 4.442 -1.840
H -1.742 2.071 -2.286
H -2.197 6.671 -3.513
C -1.135 -2.004 -2.979
C -1.391 -3.542 -2.875
O -1.182 -4.182 -1.596
O -2.360 -1.297 -2.981
H -0.562 -1.789 -3.889
H -0.422 -1.562 -2.274
H -0.715 -3.925 -3.643
H -2.432 -3.696 -3.147
H -0.450 -3.773 -1.094
H -2.244 -0.678 -2.235
C -2.581 2.823 3.215
C -3.101 4.286 2.916
O -3.599 4.410 1.570
O -1.164 2.764 3.113
H -2.995 2.127 2.486
H -2.937 2.664 4.232
H -2.308 5.038 2.925
H -3.806 4.652 3.663
H -2.907 4.773 1.006
H -0.917 3.252 2.323
C 4.145 3.777 -3.556
C 4.662 2.471 -4.140
O 5.938 2.642 -4.743
O 3.673 4.596 -4.657
H 4.866 4.379 -2.988
H 3.456 3.762 -2.710
H 3.901 2.102 -4.831
H 4.714 1.757 -3.311
H 6.360 1.780 -4.737
H 4.383 4.649 -5.304
C 4.624 -0.835 2.041
C 4.820 -1.083 0.543
O 5.843 -0.205 0.075
O 3.865 0.380 2.133
H 5.586 -0.757 2.549
H 4.017 -1.624 2.485
H 3.858 -1.170 0.036
H 5.105 -2.146 0.546
H 6.245 -0.704 -0.643
H 4.503 1.060 1.887
C 1.854 -3.123 0.077
C 2.826 -4.211 -0.398
O 2.806 -5.270 0.566
O 0.560 -3.596 0.319
H 1.761 -2.521 -0.835
H 2.326 -2.521 0.858
H 3.821 -3.867 -0.670
H 2.327 -4.518 -1.326
H 1.863 -5.427 0.684
H 0.504 -3.953 1.229
C 0.024 -1.419 5.315
C 0.683 -2.240 4.212
O 1.092 -3.488 4.799
O 0.862 -1.163 6.432
H -0.957 -1.891 5.423
H -0.138 -0.414 4.916
H 1.549 -1.699 3.815
H -0.004 -2.364 3.374
H 1.847 -3.744 4.254
H 1.582 -1.796 6.322
C -1.909 -5.005 1.889
C -0.793 -5.851 2.525
O 0.385 -5.068 2.685
O -2.021 -3.691 2.414
H -2.834 -5.582 1.992
H -1.666 -5.048 0.825
H -0.466 -6.639 1.850
H -1.098 -6.119 3.540
H 0.391 -4.466 3.449
H -2.073 -3.149 1.617
*
```



Which structure is most stable, and how do the rest compare? From most to least stable: version a, version b.



Version a
Density functional theory data (ωB97M-V/def2-TZVPD) for a 6-piece molecular cluster, C4H20O6 overall.

Geometry as ORCA input:
```
! RIJCOSX wB97M-V def2-TZVPD def2/J DEFGRID3
* xyz 0 1
C 13.479 6.614 -17.967
C 12.456 7.412 -18.764
O 13.114 7.917 -19.937
H 13.055 6.206 -17.044
H 14.305 7.215 -17.585
H 13.871 5.806 -18.586
H 12.082 8.219 -18.129
H 11.622 6.756 -19.019
H 12.533 7.679 -20.667
C 17.267 4.604 -22.134
C 16.209 5.552 -21.575
O 16.667 6.289 -20.423
H 17.312 3.667 -21.578
H 18.264 5.040 -22.192
H 17.037 4.342 -23.170
H 15.270 5.027 -21.376
H 15.935 6.314 -22.307
H 16.739 5.612 -19.739
O 14.411 9.835 -17.858
H 14.312 9.508 -18.761
H 13.627 10.373 -17.703
O 15.544 8.828 -20.900
H 14.644 8.564 -20.640
H 16.081 8.042 -20.670
O 17.989 10.231 -21.094
H 17.869 11.083 -20.666
H 17.068 9.868 -21.128
O 18.561 8.226 -22.882
H 18.528 9.022 -22.319
H 18.371 7.510 -22.276
*
```



Version b
Density functional theory data (ωB97M-V/def2-TZVPD) for a 6-piece molecular cluster, C4H20O6 overall.

Geometry as ORCA input:
```
! RIJCOSX wB97M-V def2-TZVPD def2/J DEFGRID3
* xyz 0 1
C -1.005 -1.208 0.697
O -1.418 -0.126 1.432
H 0.027 -1.457 0.942
H -1.637 -2.091 0.796
H -1.083 -1.065 -0.380
H -1.383 -0.408 2.349
C 1.170 2.399 0.739
O 0.264 1.562 0.011
H 1.919 1.810 1.267
H 1.610 3.033 -0.031
H 0.561 3.000 1.414
H 0.022 0.803 0.547
C -0.072 -0.362 -3.090
O -1.463 -0.191 -3.217
H 0.188 -0.948 -3.972
H 0.442 0.570 -3.323
H 0.270 -0.853 -2.179
H -1.555 0.664 -2.790
C 2.857 -0.943 -0.756
O 3.208 -1.897 -1.715
H 3.595 -0.143 -0.700
H 1.914 -0.432 -0.951
H 2.721 -1.445 0.202
H 2.441 -2.386 -2.021
O -3.483 1.494 0.353
H -3.058 0.817 0.879
H -4.420 1.334 0.468
O -1.153 -0.328 4.136
H -0.206 -0.198 4.089
H -1.270 -1.003 4.805
*
```



Which structure is most stable, and how do the rest compare? From most to least stable: version a, version b.



Version a
Density functional theory data (ωB97M-V/def2-TZVPD) for C22H18F3N6O4PtSSe as an isolated structure.

Geometry as ORCA input:
```
! RIJCOSX wB97M-V def2-TZVPD def2/J DEFGRID3
* xyz 1 1
Pt 0.202 -0.284 -0.011
C -2.488 -0.241 2.359
N -1.102 -0.262 2.727
C -0.518 0.955 3.224
C -0.036 1.872 2.138
N 0.322 1.525 0.924
C 0.861 2.665 0.319
C 1.449 2.831 -0.931
C 1.916 4.093 -1.236
C 1.807 5.160 -0.330
C 1.241 4.997 0.918
C 0.779 3.722 1.222
N 0.197 3.184 2.361
C -2.751 -0.045 0.889
N -1.901 -0.106 -0.111
C -2.663 0.037 -1.274
C -2.321 0.011 -2.629
C -3.315 0.143 -3.574
C -4.650 0.325 -3.187
C -5.023 0.354 -1.860
C -4.004 0.196 -0.928
N -4.017 0.149 0.454
H -3.049 0.532 2.903
H -2.946 -1.196 2.629
H -0.844 -1.070 3.265
H 0.353 0.694 3.830
H -1.200 1.519 3.878
H 1.558 1.999 -1.613
H 2.388 4.263 -2.194
H 2.189 6.131 -0.613
H 1.174 5.815 1.622
H 0.024 3.663 3.228
H -1.296 2.794 -3.917
H -3.051 0.096 -4.622
H -5.404 0.430 -3.954
H -6.054 0.482 -1.563
H -4.831 0.213 1.043
F 4.504 -2.195 -2.271
C 3.958 -3.261 -1.673
F 4.452 -3.320 -0.427
F 4.377 -4.354 -2.326
C 2.456 -3.174 -1.659
C 1.667 -4.120 -2.284
C 0.279 -4.007 -2.257
C -0.282 -2.935 -1.600
N 0.483 -2.027 -0.996
C 1.827 -2.115 -1.006
S 2.457 -0.751 -0.131
H 2.137 -4.949 -2.795
H -0.350 -4.739 -2.741
H -1.352 -2.781 -1.548
O -0.997 -0.223 -2.963
Se -0.158 0.882 -4.037
O -0.814 0.805 -5.481
O 1.367 0.627 -3.715
O -0.620 2.398 -3.341
*
```



Version b
Density functional theory data (ωB97M-V/def2-TZVPD) for C22H18F3N6O4PtSSe as an isolated structure.

Geometry as ORCA input:
```
! RIJCOSX wB97M-V def2-TZVPD def2/J DEFGRID3
* xyz 1 1
Pt 0.184 -0.428 0.016
C 3.194 -0.060 1.282
N 2.999 0.609 0.008
C 3.184 -0.022 -1.284
C 1.959 -0.189 -2.216
N 0.663 -0.350 -1.958
C -0.005 -0.544 -3.158
C -1.348 -0.780 -3.430
C -1.697 -0.937 -4.755
C -0.741 -0.868 -5.781
C 0.594 -0.646 -5.514
C 0.938 -0.486 -4.178
N 2.153 -0.262 -3.545
C 1.982 -0.216 2.232
N 0.681 -0.339 1.981
C 0.016 -0.546 3.182
C -1.329 -0.755 3.462
C -1.670 -0.931 4.786
C -0.704 -0.905 5.805
C 0.633 -0.708 5.531
C 0.969 -0.530 4.195
N 2.185 -0.318 3.557
H 3.972 0.444 1.861
H 3.540 -1.079 1.103
H 3.224 1.589 0.022
H 3.562 -1.035 -1.140
H 3.933 0.520 -1.866
H -2.079 -0.860 -2.638
H -2.729 -1.130 -5.013
H -1.059 -1.002 -6.805
H 1.331 -0.604 -6.304
H 3.048 -0.175 -3.998
H -2.069 -0.801 2.675
H -2.704 -1.104 5.049
H -1.017 -1.052 6.829
H 1.377 -0.698 6.314
H 3.085 -0.262 4.004
F -2.909 5.121 -0.109
C -1.828 4.340 -0.090
F -1.096 4.613 -1.180
F -1.091 4.673 0.980
C -2.200 2.880 -0.047
C -3.512 2.450 -0.034
C -3.820 1.088 0.003
C -2.792 0.174 0.027
N -1.529 0.616 0.016
C -1.196 1.912 -0.021
S 0.533 1.953 -0.020
H -4.306 3.184 -0.054
H -4.845 0.751 0.013
H -2.922 -0.901 0.055
O 1.674 -1.849 0.013
Se 0.665 -3.252 0.025
O 0.727 -3.968 -1.395
O -0.726 -2.245 0.150
O 0.915 -4.079 1.360
*
```



Which structure is most stable, and how do the rest compare? From most to least stable: version a, version b.